Run 1
24
Properties=species:S:1:pos:R:3 method="wB97M-V/def2-TZVPD" orbital_gap_ev=9.42 spin_multiplicity=1 e_homo_ha=-0.3394
C -3.06831 -0.62112 -0.59081
C -1.71103 -1.02540 0.15487
C 0.90111 -0.49270 0.31679
C 1.92134 -1.44397 -0.11761
C 0.18645 0.80900 -0.08659
C -0.26371 1.39730 1.21861
C 0.96745 1.64593 -1.23759
H -3.04829 0.45001 -0.49289
H -3.99277 -1.04864 -0.07486
H -2.90327 -0.88943 -1.74407
H -1.58650 -2.08176 0.16518
H -1.76464 -0.69870 1.25331
H 0.93237 -0.61922 1.41184
H 1.97048 -2.58044 0.85133
H 2.16321 -1.91262 -1.44989
H 3.88869 -0.19642 0.97663
H 0.65666 2.06109 1.65607
H -1.12224 2.24474 1.21637
H -0.43434 0.52072 1.90651
H 1.78055 2.25061 -0.63057
H 0.25469 2.33136 -1.80431
H 1.29723 1.12432 -2.21932
N -0.32426 -0.55537 -0.47764
O 3.29912 -0.66926 -0.20133

Run 2
24
Properties=species:S:1:pos:R:3 method="wB97M-V/def2-TZVPD" orbital_gap_ev=9.60 spin_multiplicity=1 e_homo_ha=-0.3247
C 1.90100 -1.10701 0.71021
C 0.97028 -0.15392 -0.02497
C 1.75725 0.92139 -0.75758
C -0.09245 -0.83847 -0.88833
C -1.24415 -0.15707 0.02374
C -2.07523 0.84725 -0.75163
N -2.11056 -1.05659 0.72899
C -0.16107 0.46046 0.92773
O -0.23431 1.85480 1.03707
H 2.55869 -1.60609 -0.00021
H 2.51238 -0.56916 1.43359
H 1.33539 -1.87023 1.24236
H 2.44571 1.42787 -0.08160
H 2.33410 0.46965 -1.56305
H 1.08634 1.66270 -1.18494
H -0.10619 -0.53351 -1.93174
H -0.08675 -1.92573 -0.82297
H -1.43553 1.59383 -1.20964
H -2.75638 1.34694 -0.06748
H -2.64938 0.33939 -1.52448
H -2.77202 -1.49659 0.09962
H -1.59116 -1.77630 1.21785
H -0.15422 -0.00407 1.92300
H 0.56823 2.17045 1.46448

So which one is most stable? That would be run 2, about 853.5 kJ/mol below the next structure.